1.
Formula: C30H83N5O10
Source: the OMol25 dataset
Level of theory: wB97M-V/def2-TZVPD

XYZ file:
```
128
Properties=species:S:1:pos:R:3:forces:R:3
C -1.861708 -0.171598 -0.476676 -0.74 -1.02 -0.24
O -0.584014 0.365368 -0.397465 1.31 0.35 0.27
C -0.010615 0.600720 0.896739 -1.27 0.27 0.34
C -0.692160 1.831502 1.630291 -0.17 -1.02 0.47
N -1.429599 1.433348 2.912861 2.05 1.09 -0.22
C -0.423543 1.343172 3.993719 -0.92 -1.28 1.14
C -0.990902 0.509288 5.206198 0.26 -0.28 -0.77
O -1.612096 -0.740622 4.726871 -0.70 1.97 0.33
C -3.057767 -0.705936 4.939972 0.75 -1.85 -0.05
H -2.002360 -0.613211 -1.463220 0.19 0.58 -0.41
H -2.690851 0.511733 -0.293109 0.12 0.37 0.14
H -2.036953 -1.070409 0.114529 0.33 0.03 0.87
H 1.077817 0.612524 0.839378 -0.04 0.79 -0.73
H -0.115053 -0.289222 1.517378 -0.66 -0.26 0.24
H -1.355401 2.371476 0.954536 -0.40 -0.60 -0.17
H 0.020825 2.627787 1.844009 0.30 -0.29 0.49
H -1.629516 0.443357 2.904648 -0.71 -0.26 -0.93
H 0.052950 2.259263 4.342742 -0.51 0.33 -0.12
H 0.402096 0.683006 3.727999 0.41 0.02 -0.62
H -1.665953 0.986783 5.916428 -0.17 0.36 -0.38
H -0.082812 0.276906 5.762490 -0.12 -0.48 0.24
H -3.246357 -0.907303 5.994479 -0.15 0.76 0.22
H -3.444123 -1.617877 4.484791 0.20 -0.11 -0.34
H -3.657154 0.088300 4.494960 0.64 0.56 0.22
C -7.440011 4.342220 2.686555 -1.60 0.69 0.91
C -7.394339 3.771264 1.308933 0.31 0.12 -1.13
C -6.823441 4.583570 0.132225 -1.18 -0.44 -0.43
O -6.976132 3.857606 -1.191550 0.16 1.61 2.14
C -8.311660 3.590429 -1.550799 -0.69 -0.88 -0.26
N -6.711629 2.505984 1.357550 -0.02 -0.57 -0.22
H -8.220971 3.703735 3.099512 0.44 -0.27 0.87
H -7.959935 5.297217 2.762421 0.34 0.44 -0.39
H -6.582147 4.375398 3.358174 0.29 -0.25 -0.51
H -8.444785 3.584589 1.085772 -0.10 -0.08 -0.29
H -5.765446 4.768319 0.318256 0.03 -0.03 -0.52
H -7.393556 5.512446 0.116198 0.19 0.31 -0.51
H -8.763430 2.816794 -0.929928 0.24 -0.52 0.00
H -8.321778 3.264544 -2.590898 0.31 -0.25 0.08
H -9.105743 4.336810 -1.529767 0.64 1.19 0.32
H -6.600078 2.311244 0.372806 0.30 -0.84 -0.24
H -5.779634 2.714684 1.686081 0.38 -0.24 0.19
C 4.412417 -5.276433 2.114202 0.98 -0.27 1.39
C 5.289197 -4.227182 2.898043 0.56 -1.10 -1.63
C 6.149513 -4.731228 4.099568 -0.26 -1.32 -1.08
O 7.171388 -3.852708 4.535957 -1.54 1.15 0.41
C 6.664984 -2.561527 4.917232 1.94 0.33 0.51
N 6.221330 -3.790475 1.860557 -0.91 1.32 0.33
H 3.683455 -5.705821 2.801460 -0.45 0.02 -0.50
H 5.031518 -6.095816 1.748921 0.40 -0.31 0.49
H 4.053626 -4.911772 1.151711 -0.60 0.68 0.58
H 4.617202 -3.422491 3.196356 0.17 0.24 0.07
H 6.763560 -5.572441 3.777988 -0.27 -0.27 -0.46
H 5.505119 -5.176077 4.857827 -0.07 0.60 0.79
H 6.705822 -1.828736 4.111354 -1.18 -0.33 -0.65
H 7.453135 -2.078486 5.494820 0.20 -0.48 0.66
H 5.787916 -2.569160 5.564389 -0.29 -0.14 -0.51
H 6.546991 -4.587135 1.331986 0.60 0.26 0.27
H 6.909646 -3.215171 2.324612 0.71 -0.38 -0.67
C 3.320056 0.849523 -6.971609 -0.91 -1.67 -0.14
C 3.145945 -0.714056 -7.125245 0.01 -0.79 -1.55
C 4.006598 -1.480017 -8.188230 -1.02 2.19 -0.17
O 3.661726 -0.900888 -9.453707 0.84 0.10 -1.24
C 2.458144 -1.271225 -10.142838 0.41 -0.15 1.84
N 3.298004 -1.419610 -5.897115 0.37 -0.02 0.78
H 2.356409 1.117504 -6.538400 -0.10 0.54 -0.21
H 3.480463 1.354246 -7.924301 0.08 0.04 0.19
H 4.026845 1.120160 -6.187200 0.50 -0.14 -0.35
H 2.139737 -0.955747 -7.467606 -0.30 0.53 -0.03
H 3.881950 -2.562789 -8.175238 -0.30 0.01 0.23
H 5.048008 -1.229317 -7.986434 0.22 -0.17 -0.40
H 2.357231 -0.722440 -11.079192 0.40 -0.06 0.15
H 1.633172 -1.002411 -9.483103 -0.48 0.01 -0.25
H 2.412769 -2.350324 -10.289747 0.06 -0.12 -0.29
H 2.451574 -1.345288 -5.351101 0.21 0.12 0.44
H 4.056356 -0.914477 -5.461415 0.00 -0.44 1.00
C 5.208350 4.927485 5.342681 0.67 1.25 0.56
C 4.564572 6.345472 5.501768 -0.57 -2.49 -1.03
C 3.957697 6.566692 6.882185 0.65 1.97 0.29
O 3.391709 5.499425 7.545240 -1.55 -1.70 0.22
C 2.946699 5.867949 8.847300 0.91 -0.26 0.51
N 5.487217 7.397305 5.031002 -0.50 -0.23 0.44
H 5.828565 4.957869 4.446860 -0.22 -0.27 -0.24
H 4.515038 4.087298 5.304111 -0.01 0.26 0.16
H 5.914925 4.823455 6.166114 0.00 -0.47 0.16
H 3.705962 6.270511 4.834475 -0.17 0.38 -0.26
H 3.185479 7.320727 6.729839 -0.05 0.52 0.20
H 4.704753 6.964759 7.568871 0.47 0.52 -0.17
H 2.137190 6.585755 8.979739 0.01 0.51 -0.96
H 3.839714 6.241883 9.348100 -0.07 0.32 0.43
H 2.585742 5.035622 9.451504 0.29 -0.60 -0.63
H 6.280905 6.942781 4.602532 0.27 -0.02 0.21
H 5.054519 7.876967 4.254599 -0.14 0.29 0.09
C -7.068022 -5.664060 1.146101 0.47 -0.67 -0.31
C -5.682114 -6.186849 1.716339 -3.35 0.15 -0.57
O -5.417970 -7.486080 1.140256 0.90 1.19 0.04
H -7.423863 -4.680441 1.452682 0.55 0.16 0.27
H -7.862551 -6.347217 1.446281 0.01 -0.21 0.01
H -7.037416 -5.673282 0.056577 0.04 0.01 -0.05
H -5.923847 -6.247386 2.777473 0.96 -0.11 0.28
H -4.968325 -5.400003 1.472504 0.63 -0.84 0.07
H -5.997839 -8.162061 1.498585 -0.18 0.32 0.24
C -1.175008 -8.734087 -2.541523 0.76 -3.08 0.41
C -1.551971 -7.392161 -2.979975 0.32 0.41 1.85
O -2.960813 -7.445239 -3.164369 0.18 1.12 -1.08
H -1.668632 -9.511891 -3.124151 -0.09 0.02 -0.27
H -1.518993 -8.886935 -1.518576 -0.22 -0.01 0.15
H -0.138318 -9.067312 -2.493247 0.34 0.65 -0.25
H -0.900323 -6.946877 -3.731754 -1.00 -0.18 -0.79
H -1.301855 -6.845612 -2.070674 -0.24 1.08 -0.09
H -3.322022 -7.862858 -2.379058 -0.05 0.00 0.08
C 3.401399 8.106317 -3.585645 0.00 0.46 1.24
C 4.310642 7.604975 -2.453852 -0.42 0.07 -0.22
O 4.723397 8.695688 -1.564915 -0.31 -1.53 -0.88
H 4.095470 8.645038 -4.230740 -0.60 -0.09 -0.67
H 2.660564 8.802529 -3.192512 0.16 0.25 0.12
H 2.782312 7.329449 -4.034302 0.63 -0.19 -0.43
H 5.108895 7.080129 -2.978653 0.80 0.39 0.34
H 3.871537 6.784797 -1.885880 -0.32 0.55 0.54
H 5.394904 9.197752 -2.032462 0.07 0.08 -0.04
C -2.778076 -4.730847 -8.169174 -0.72 -0.46 -1.38
C -4.244609 -4.248285 -8.156805 -0.42 0.30 0.54
O -5.010504 -4.959174 -7.193124 0.59 -0.40 0.80
H -2.816592 -5.812033 -8.302033 0.09 -0.20 0.29
H -2.144263 -4.494844 -7.314381 -0.49 0.22 0.22
H -2.242590 -4.411493 -9.063248 -0.05 0.40 -0.01
H -4.895028 -4.423371 -9.013772 1.05 0.13 -0.90
H -4.340643 -3.190935 -7.910052 0.35 0.28 -0.13
H -4.337814 -5.282687 -6.589434 -0.41 -0.27 0.58
```
Forces are in eV/Å.

The structure (SMILES) is COC[C@H](C)N.COC[C@H](C)N.COC[C@H](C)N.COC[C@H](C)N.COCCNCCOC.CCO.CCO.CCO.CCO. The calculation puts the electronic energy at -60370.92079 eV. The energy above the lowest of the compared OMol25 structures with the same formula, charge and spin comes out at 615.6 kJ/mol.

***

2.
Formula: C8H6N2O
Source: the OMol25 dataset
Level of theory: wB97M-V/def2-TZVPD

XYZ file:
```
17
Properties=species:S:1:pos:R:3:forces:R:3
C 2.497800 -0.701763 0.158738 6.60 0.01 0.51
C 1.545938 0.227625 -0.300192 -3.50 -0.32 -0.40
C 1.437529 1.544095 -0.057244 0.77 6.77 -1.38
C -0.678532 0.962160 -0.355491 -3.45 0.98 3.75
C -2.542732 -0.215957 0.399616 -1.21 2.74 3.33
C -1.876721 -1.448994 -0.000868 2.19 0.09 -1.11
C -0.474896 -1.568980 -0.496737 -5.55 3.94 2.18
C 0.082208 -0.251327 -0.587939 1.97 1.63 1.66
H 2.203036 -1.699348 0.080958 -1.04 -1.94 0.03
H 2.196936 2.469818 -0.091342 -1.02 -2.92 0.68
H -0.128240 3.202773 -0.285826 0.78 -3.91 0.55
H -3.579831 -0.093219 1.109164 2.69 -1.53 -2.36
H -2.320311 -2.438165 0.107289 -0.61 0.59 0.21
H -0.199933 -2.593291 -0.525525 1.30 -0.26 -0.43
N 0.131228 2.116316 -0.163232 1.20 -1.52 -0.75
N -2.028976 1.083431 0.489862 3.52 -5.05 -5.45
O 3.735489 -0.595178 0.518775 -4.63 0.72 -1.02
```
Forces are in eV/Å.

The structure (SMILES) is O=Cc1c[nH]c2ncccc12. The calculation puts the electronic energy at -13415.65166 eV. The energy above the lowest of the compared OMol25 structures with the same formula, charge and spin comes out at 545.6 kJ/mol.

***

3.
Formula: CH2NO2
Source: the OMol25 dataset
Level of theory: wB97M-V/def2-TZVPD

XYZ file:
```
6
Properties=species:S:1:pos:R:3:forces:R:3
C 0.557449 -0.115731 0.227664 2.88 3.48 0.83
N -0.888980 0.077413 0.077712 1.88 0.86 0.07
O 1.104708 -1.242121 0.228469 -1.51 0.45 -0.06
O 1.190028 1.040972 0.334914 -1.47 -2.57 -0.25
H -1.058669 -0.758898 -0.428680 -1.33 -0.44 -1.10
H -0.904534 0.998366 -0.440077 -0.45 -1.79 0.51
```
Forces are in eV/Å.

The structure (SMILES) is NC(=O)[O-]. The charge is -1. The calculation puts the electronic energy at -6655.93401 eV. The energy above the lowest of the compared OMol25 structures with the same formula, charge and spin comes out at 42.7 kJ/mol.